Density functional theory data (ωB97M-V/def2-TZVPD) for a molecular structure, C53H47BiBrCl2N3O3P2S2.

Output
Kohn-Sham gap in eV: 7.45
E in eV: -207499.75737
Energy above the lowest of the compared OMol25 structures with the same formula, charge and spin in kJ/mol: 0.0
HOMO energy in eV: -12.516
Lowest unoccupied orbital energy in eV: -5.067
Maximum force in Eh/bohr: 0.0169

Structure (ORCA input):
```
! wB97M-V def2-TZVPD RIJCOSX def2/J DEFGRID3
* xyz 2 1
Bi 0.53 -0.09 0.28
O -3.33 -1.07 0.42
S -2.52 0.11 0.01
C -2.98 1.46 1.12
C -4.04 2.30 0.86
C -4.47 3.19 1.84
C -3.85 3.22 3.07
C -2.77 2.38 3.33
C -2.30 1.52 2.35
P -0.88 0.44 2.74
C 0.32 1.41 3.70
C 1.32 0.67 4.35
C 2.34 1.32 5.01
C 2.39 2.71 5.02
C 1.42 3.45 4.36
C 0.38 2.80 3.69
C -1.58 -0.76 3.92
C -2.29 -1.86 3.45
C -2.88 -2.74 4.34
C -2.76 -2.54 5.71
C -2.06 -1.44 6.18
C -1.47 -0.55 5.30
C -3.11 0.64 -1.60
C -4.48 0.66 -1.81
C -4.97 1.09 -3.04
C -4.08 1.49 -4.03
C -2.71 1.39 -3.84
C -2.20 0.93 -2.63
P -0.44 0.46 -2.47
C -0.38 -1.20 -3.23
C 0.70 -2.02 -2.86
C 0.87 -3.27 -3.43
C -0.04 -3.74 -4.37
C -1.12 -2.94 -4.73
C -1.29 -1.68 -4.18
C 0.45 1.51 -3.65
C 1.35 0.97 -4.57
C 2.07 1.80 -5.41
C 1.91 3.18 -5.35
C 1.02 3.72 -4.43
C 0.30 2.90 -3.58
H -4.55 2.28 -0.09
H -5.30 3.86 1.63
H -4.20 3.89 3.85
H -2.31 2.40 4.31
H 1.28 -0.41 4.34
H 3.10 0.75 5.53
H 3.19 3.22 5.55
H 1.46 4.53 4.36
H -0.35 3.38 3.16
H -2.42 -2.01 2.38
H -3.45 -3.59 3.97
H -3.21 -3.24 6.40
H -1.98 -1.27 7.25
H -0.94 0.31 5.69
H -5.15 0.32 -1.03
H -6.03 1.12 -3.21
H -4.46 1.85 -4.98
H -2.03 1.65 -4.65
H 1.43 -1.67 -2.14
H 1.73 -3.88 -3.16
H 0.09 -4.71 -4.82
H -1.83 -3.30 -5.46
H -2.13 -1.07 -4.48
H 1.47 -0.11 -4.65
H 2.76 1.37 -6.13
H 2.46 3.82 -6.02
H 0.88 4.80 -4.38
H -0.40 3.33 -2.87
Cl 2.30 7.41 0.83
C 1.61 5.84 0.63
C 0.31 5.71 0.12
C -0.25 4.47 -0.04
Cl -1.87 4.38 -0.65
C 0.44 3.27 0.27
O -0.13 2.12 0.04
C 1.74 3.44 0.82
C 2.52 2.36 1.33
O 2.21 1.16 1.44
C 2.31 4.72 0.97
H -0.25 6.60 -0.13
H 3.51 2.64 1.72
H 3.31 4.81 1.39
Br 5.39 1.42 -3.36
C 4.86 0.45 -1.84
C 5.79 0.05 -0.89
C 5.34 -0.65 0.21
C 3.99 -0.92 0.34
N 3.10 -0.53 -0.58
C 3.53 0.14 -1.65
H 6.84 0.28 -1.02
H 6.03 -0.99 0.98
H 3.59 -1.45 1.20
H 2.79 0.45 -2.39
C -1.84 -3.76 -0.47
N -0.64 -4.59 -0.27
C -0.93 -6.03 -0.27
C 0.47 -4.08 0.31
S 0.35 -2.68 1.33
N 1.63 -4.73 0.14
C 2.82 -4.45 0.95
C 1.88 -5.65 -0.97
H -2.44 -4.24 -1.24
H -1.56 -2.77 -0.81
H -2.43 -3.67 0.44
H -1.87 -6.19 0.25
H -0.16 -6.58 0.26
H -1.02 -6.42 -1.29
H 2.55 -4.04 1.91
H 3.47 -3.75 0.43
H 3.36 -5.39 1.10
H 1.14 -5.52 -1.75
H 1.89 -6.69 -0.64
H 2.86 -5.42 -1.38
*
```



Density functional theory data (ωB97M-V/def2-TZVPD) for a molecular structure, C53H50BaCl4N5OPS.

Output
Kohn-Sham gap in eV: 5.83
E in eV: -136178.05274
Energy above the lowest of the compared OMol25 structures with the same formula, charge and spin in kJ/mol: 18.0
HOMO energy in eV: -5.561
Lowest unoccupied orbital energy in eV: 0.271
Maximum force in Eh/bohr: 0.0233

Structure (ORCA input):
```
! wB97M-V def2-TZVPD RIJCOSX def2/J DEFGRID3
* xyz 0 1
Ba 0.86 0.75 -0.69
S 0.78 2.74 1.54
C -0.17 3.61 0.37
C -0.94 4.73 0.75
C -1.68 5.40 -0.19
C -1.64 4.99 -1.53
C -0.86 3.90 -1.83
N -0.16 3.20 -0.92
H -0.93 5.03 1.79
H -2.28 6.26 0.10
H -2.19 5.50 -2.30
H -0.77 3.55 -2.85
C 0.09 -3.52 -1.12
C -0.80 -3.98 0.00
C -1.85 -4.86 -0.23
C -2.65 -5.30 0.81
C -2.41 -4.86 2.10
C -1.36 -3.99 2.38
C -1.07 -3.53 3.78
C -0.56 -3.57 1.31
N 0.50 -2.66 1.56
C 1.67 -3.11 1.73
C 2.07 -4.57 1.70
C 2.81 -2.15 1.89
C 3.66 -2.28 3.12
N 2.98 -1.36 0.92
C 4.10 -0.48 0.84
C 4.23 0.63 1.68
C 3.28 0.95 2.80
C 5.33 1.47 1.48
C 6.27 1.21 0.50
C 6.12 0.09 -0.32
C 5.03 -0.76 -0.16
C 4.85 -1.95 -1.06
H -0.37 -3.70 -2.09
H 1.05 -4.04 -1.11
H 0.31 -2.45 -1.04
H -2.03 -5.20 -1.24
H -3.47 -5.98 0.61
H -3.04 -5.20 2.92
H -1.74 -4.02 4.49
H -1.20 -2.45 3.87
H -0.04 -3.76 4.07
H 1.20 -5.21 1.59
H 2.60 -4.84 2.62
H 2.75 -4.74 0.87
H 3.03 -2.25 4.01
H 4.40 -1.48 3.18
H 4.19 -3.23 3.12
H 2.41 0.29 2.82
H 2.90 1.97 2.70
H 3.78 0.88 3.76
H 5.44 2.34 2.11
H 7.11 1.87 0.36
H 6.84 -0.12 -1.09
H 5.54 -1.91 -1.90
H 3.83 -2.00 -1.45
H 5.03 -2.89 -0.52
O -2.30 -1.82 -3.62
N -2.77 -1.55 -2.36
C -3.58 -2.39 -1.86
C -4.15 -2.24 -0.51
C -5.22 -3.08 -0.22
C -5.82 -3.08 1.03
C -5.31 -2.26 2.01
C -4.25 -1.41 1.74
C -3.66 -1.36 0.47
P -2.39 -0.07 0.06
C -2.20 0.74 1.69
C -2.76 1.96 2.07
C -2.52 2.47 3.34
C -1.72 1.78 4.23
C -1.15 0.57 3.86
C -1.38 0.06 2.59
C -3.49 1.07 -0.88
C -3.05 1.55 -2.10
C -3.86 2.39 -2.87
C -5.12 2.73 -2.41
C -5.57 2.25 -1.19
C -4.77 1.41 -0.43
H -2.68 -2.66 -3.93
H -3.88 -3.27 -2.43
H -5.59 -3.75 -0.99
H -6.67 -3.73 1.22
H -5.75 -2.26 3.01
H -3.88 -0.77 2.52
H -3.36 2.53 1.37
H -2.95 3.42 3.62
H -1.53 2.19 5.22
H -0.49 0.05 4.54
H -0.91 -0.87 2.29
H -2.08 1.26 -2.48
H -3.50 2.75 -3.82
H -5.75 3.38 -3.01
H -6.56 2.51 -0.84
H -5.14 1.02 0.51
Cl 3.36 5.98 -1.47
C 4.11 4.73 -0.48
Cl 5.83 4.58 -0.88
Cl 3.91 5.09 1.23
C 3.45 3.46 -0.78
N 2.92 2.48 -1.01
Cl 4.54 0.80 -3.21
C 3.28 1.78 -3.92
C 3.64 3.02 -4.41
C 2.69 3.86 -4.98
C 1.38 3.40 -5.06
C 1.03 2.16 -4.57
C 1.96 1.28 -3.95
C 1.56 0.02 -3.40
H 4.68 3.33 -4.35
H 2.97 4.82 -5.38
H 0.62 4.02 -5.51
H 0.00 1.81 -4.65
H 2.34 -0.74 -3.37
H 0.64 -0.37 -3.86
*
```



Density functional theory data (ωB97M-V/def2-TZVPD) for a molecular structure, C53H50MoN8O.

Output
Kohn-Sham gap (spin up / spin down) in eV: 5.89 / 5.90
E in eV: -71586.78739
Energy above the lowest of the compared OMol25 structures with the same formula, charge and spin in kJ/mol: 0.0
HOMO energy (spin up / spin down) in eV: -12.081 / -12.076
Lowest unoccupied orbital energy (spin up / spin down) in eV: -6.187 / -6.175
Maximum force in Eh/bohr: 0.0212

Structure (ORCA input):
```
! wB97M-V def2-TZVPD RIJCOSX def2/J DEFGRID3
* xyz 2 1
Mo -0.38 -0.18 -0.39
C 1.00 6.91 -3.04
C 1.71 5.76 -3.39
C 1.32 4.53 -2.90
C 0.23 4.42 -2.03
C -0.48 5.57 -1.69
C -0.09 6.81 -2.19
C -0.19 3.09 -1.52
C -0.63 2.14 -2.44
C -0.91 2.44 -3.81
C -1.34 1.30 -4.39
C -1.29 0.28 -3.39
C -1.48 -1.07 -3.66
C -1.74 -1.51 -5.06
C -2.97 -2.07 -5.39
C -3.21 -2.48 -6.70
C -2.23 -2.33 -7.67
C -1.00 -1.77 -7.33
C -0.76 -1.36 -6.03
C -1.44 -2.03 -2.65
N -1.37 -1.77 -1.30
C -1.51 -3.01 -0.69
C -1.77 -3.18 0.66
C -2.09 -4.55 1.17
C -1.29 -5.14 2.14
C -1.59 -6.41 2.62
C -2.71 -7.08 2.14
C -3.52 -6.49 1.18
C -3.21 -5.23 0.70
C -1.85 -2.12 1.56
C -2.42 -2.23 2.85
C -2.41 -0.99 3.41
C -1.78 -0.12 2.47
N -1.46 -0.81 1.31
C -1.50 1.22 2.72
C -0.91 2.04 1.77
C -0.41 3.35 2.03
C 0.04 3.85 0.85
C -0.23 2.87 -0.15
N -0.72 1.72 0.44
C -1.84 1.80 4.05
C -2.72 2.88 4.10
C -3.06 3.45 5.32
C -2.51 2.95 6.50
C -1.62 1.89 6.45
C -1.29 1.31 5.23
C -1.55 -4.04 -1.67
C -1.52 -3.44 -2.88
N -0.91 0.82 -2.18
H 1.30 7.87 -3.43
H 2.56 5.84 -4.06
H 1.85 3.63 -3.20
H -1.35 5.50 -1.05
H -0.66 7.69 -1.93
H -0.83 3.42 -4.26
H -1.67 1.15 -5.41
H -3.73 -2.18 -4.64
H -4.17 -2.90 -6.96
H -2.42 -2.65 -8.68
H -0.24 -1.66 -8.09
H 0.20 -0.92 -5.77
H -0.42 -4.61 2.52
H -0.96 -6.87 3.37
H -2.95 -8.07 2.52
H -4.40 -7.00 0.82
H -3.85 -4.76 -0.04
H -2.84 -3.13 3.27
H -2.81 -0.68 4.36
H -0.41 3.83 3.00
H 0.47 4.82 0.67
H -3.16 3.26 3.19
H -3.76 4.27 5.35
H -2.77 3.40 7.45
H -1.19 1.50 7.36
H -0.60 0.47 5.20
H -1.62 -5.09 -1.45
H -1.57 -3.90 -3.86
C 3.58 2.69 -0.34
N 3.73 1.23 -0.14
C 4.57 0.67 -1.23
C 4.38 0.94 1.17
C 3.48 1.16 2.38
N 2.73 -0.03 2.75
C 1.74 0.31 3.76
C 3.61 -1.06 3.30
H 4.55 3.17 -0.31
H 2.93 3.11 0.43
H 3.13 2.88 -1.31
H 5.57 1.11 -1.20
H 4.10 0.89 -2.19
H 4.65 -0.41 -1.10
H 5.27 1.57 1.24
H 4.72 -0.09 1.15
H 2.76 1.96 2.17
H 4.10 1.52 3.22
H 2.19 0.63 4.71
H 1.10 -0.55 3.96
H 1.11 1.13 3.39
H 4.24 -0.68 4.11
H 4.26 -1.49 2.53
H 3.01 -1.88 3.70
O 1.48 0.52 -0.93
H 1.32 1.30 -1.48
H 2.67 0.78 -0.35
N 2.42 -3.36 -0.21
C 2.08 -3.45 1.12
C 1.23 -2.42 1.35
N 1.05 -1.71 0.18
C 1.79 -2.31 -0.74
H 3.03 -3.99 -0.71
H 2.48 -4.21 1.77
H 0.76 -2.12 2.27
H 1.87 -2.01 -1.77
*
```



Density functional theory data (ωB97M-V/def2-TZVPD) for a molecular structure, C53H50N7O4P3Ta.

Output
Kohn-Sham gap in eV: 5.88
E in eV: -103787.24153
Energy above the lowest of the compared OMol25 structures with the same formula, charge and spin in kJ/mol: 358.7
HOMO energy in eV: -15.786
Lowest unoccupied orbital energy in eV: -9.911
Maximum force in Eh/bohr: 0.0498

Structure (ORCA input):
```
! wB97M-V def2-TZVPD RIJCOSX def2/J DEFGRID3
* xyz 3 1
Ta 0.14 0.20 -0.08
O 2.64 -1.39 5.36
C 1.36 -1.65 5.51
O 0.88 -2.06 6.53
C 0.44 -1.43 4.33
C -0.92 -1.69 4.39
N -1.45 -1.36 3.21
N -0.54 -0.89 2.36
C 0.63 -0.92 3.02
C 1.85 -0.47 2.31
O 2.96 -0.58 2.76
O 1.57 0.03 1.14
H 2.94 -1.08 4.48
H -1.49 -2.09 5.20
H -2.43 -1.39 2.95
C 3.36 -1.55 -3.14
N 2.43 -1.03 -2.12
P 1.32 -2.10 -1.35
C 2.37 -3.58 -1.14
C 2.57 -4.45 -2.21
C 3.54 -5.43 -2.12
C 4.29 -5.56 -0.96
C 4.07 -4.72 0.11
C 3.11 -3.72 0.03
C 0.11 -2.49 -2.65
C -0.26 -1.48 -3.55
C -1.27 -1.71 -4.46
C -1.94 -2.92 -4.47
C -1.60 -3.92 -3.57
C -0.59 -3.70 -2.65
P 2.53 0.56 -1.52
C 3.08 1.60 -2.91
C 2.17 2.30 -3.70
C 2.62 3.03 -4.79
C 3.98 3.06 -5.09
C 4.89 2.39 -4.29
C 4.45 1.67 -3.19
C 3.83 0.70 -0.26
C 4.71 -0.33 0.06
C 5.64 -0.14 1.07
C 5.67 1.05 1.78
C 4.78 2.07 1.47
C 3.86 1.90 0.46
H 2.80 -2.08 -3.91
H 4.09 -2.23 -2.71
H 3.89 -0.72 -3.61
H 1.98 -4.35 -3.11
H 3.72 -6.08 -2.97
H 5.05 -6.33 -0.90
H 4.65 -4.84 1.02
H 2.95 -3.05 0.87
H 0.28 -0.54 -3.54
H -1.54 -0.94 -5.17
H -2.73 -3.10 -5.20
H -2.12 -4.86 -3.59
H -0.32 -4.47 -1.94
H 1.12 2.29 -3.45
H 1.92 3.58 -5.40
H 4.32 3.62 -5.95
H 5.94 2.43 -4.52
H 5.17 1.17 -2.55
H 4.67 -1.27 -0.48
H 6.33 -0.93 1.32
H 6.39 1.19 2.57
H 4.80 2.99 2.04
H 3.16 2.68 0.20
C 0.26 6.59 3.38
C 1.30 5.79 2.91
C 1.04 4.53 2.41
C -0.27 4.05 2.39
C -1.32 4.84 2.88
C -1.04 6.10 3.37
P -0.67 2.47 1.57
C -2.17 1.86 2.42
C -2.15 1.80 3.82
C -3.25 1.33 4.51
C -4.38 0.90 3.82
C -4.39 0.94 2.43
C -3.29 1.40 1.73
C -1.16 2.94 -0.13
C -1.77 4.13 -0.49
C -2.11 4.32 -1.82
C -1.88 3.31 -2.75
C -1.24 2.14 -2.37
C -0.84 1.93 -1.05
H 0.46 7.57 3.77
H 2.31 6.17 2.94
H 1.85 3.91 2.06
H -2.33 4.47 2.88
H -1.85 6.72 3.75
H -1.29 2.16 4.36
H -3.25 1.31 5.59
H -5.25 0.56 4.36
H -5.27 0.63 1.90
H -3.31 1.43 0.65
H -1.97 4.89 0.25
H -2.57 5.25 -2.14
H -2.20 3.45 -3.77
H -1.09 1.37 -3.13
C -5.22 -2.64 1.53
C -6.03 -2.51 0.24
C -6.71 -1.15 0.15
C -5.17 -2.76 -1.02
N -3.90 -2.09 -0.93
C -2.78 -2.55 -0.35
N -1.89 -1.58 -0.37
N -2.50 -0.54 -0.97
N -3.69 -0.85 -1.29
H -5.90 -2.54 2.37
H -4.47 -1.86 1.63
H -4.76 -3.62 1.60
H -6.79 -3.29 0.25
H -5.99 -0.36 -0.09
H -7.19 -0.91 1.09
H -7.47 -1.16 -0.63
H -5.70 -2.38 -1.90
H -4.97 -3.83 -1.15
H -2.62 -3.53 0.03
*
```